76
Properties=species:S:1:pos:R:3 method="wB97M-V/def2-TZVPD" multiplicity=2 charge=-1 energy_ev=-729382.618 molar_mass_g_mol=1150.6 largest_force_ev_per_a=6.3 e_lumo_ev="1.71 / 1.70"
C 19.9744 -23.9084 -5.8071
O 21.1561 -23.4610 -5.9315
N 19.5154 -25.1511 -6.2053
C 18.1211 -25.4849 -6.2490
C 20.4247 -26.2674 -6.5543
H 19.1562 -23.3092 -5.3785
H 17.7348 -26.0203 -5.3817
H 17.8514 -26.0481 -7.1423
H 17.5010 -24.5981 -6.1182
H 20.3589 -27.1362 -5.8994
H 20.1734 -26.4576 -7.5977
H 21.4666 -25.9513 -6.6045
C 18.5794 -18.4351 -3.4821
C 19.6171 -19.1675 -4.3415
C 19.1345 -19.7637 -5.6148
C 18.0573 -20.7362 -5.4053
N 17.3091 -21.6611 -5.1909
H 17.7657 -19.1153 -3.2307
H 18.2585 -17.5521 -4.0346
H 18.9892 -18.0485 -2.5490
H 19.9910 -19.9969 -3.7412
H 20.4248 -18.4574 -4.5196
H 19.9063 -20.4255 -6.0078
H 18.8816 -19.0883 -6.4321
C 24.0143 -26.2673 -3.7230
C 25.3306 -25.6627 -4.3295
C 26.2118 -26.6925 -5.0337
C 25.6271 -27.9034 -5.6652
N 25.1697 -28.8812 -6.0443
H 23.3442 -26.7327 -4.4458
H 23.3012 -25.6539 -3.1723
H 24.3356 -26.9912 -2.9740
H 25.8485 -25.0924 -3.5583
H 25.1497 -24.9731 -5.1539
H 27.0855 -26.9959 -4.4569
H 26.7524 -26.0818 -5.7568
Br 19.0163 -26.9070 -2.9949
C 20.5028 -27.1570 -1.6163
C 20.1226 -27.6938 -0.2437
Br 21.8611 -28.0694 0.6315
H 21.1398 -26.2726 -1.6095
H 21.2182 -27.9043 -1.9596
H 19.5435 -28.6044 -0.3974
H 19.6213 -26.9275 0.3475
Br 13.6871 -26.1561 -1.7282
C 14.0416 -27.4657 -3.1813
C 15.5291 -27.2442 -3.4792
Br 16.0166 -28.4230 -5.1283
H 13.3068 -27.2936 -3.9678
H 13.8192 -28.4641 -2.8046
H 16.2277 -27.4864 -2.6784
H 15.5698 -26.1851 -3.7338
Br 16.4953 -24.8721 -9.4601
C 16.8201 -23.0213 -10.1135
C 17.2668 -22.1631 -8.8751
Br 18.0218 -20.4182 -9.5043
H 15.9041 -22.7561 -10.6414
H 17.6175 -23.1377 -10.8475
H 18.0469 -22.5657 -8.2291
H 16.4591 -21.9716 -8.1687
Br 21.8917 -24.8804 -9.5866
C 23.3388 -25.0112 -8.3178
C 24.6731 -24.3733 -8.8124
Br 26.1920 -25.0551 -7.9076
H 23.4293 -26.0738 -8.0924
H 23.0845 -24.6218 -7.3320
H 24.6994 -23.2943 -8.6601
H 24.7694 -24.5364 -9.8858
Br 21.5299 -29.1050 -4.6654
C 21.7519 -30.6848 -3.3659
C 23.2307 -31.0135 -3.2055
Br 24.3261 -29.5795 -2.3807
H 21.2440 -31.5138 -3.8587
H 21.2255 -30.3816 -2.4608
H 23.7157 -31.2263 -4.1581
H 23.4109 -31.8501 -2.5304